{
  "formula": "C5H14N2S",
  "method": "the ωB97M-V functional and the def2-TZVPD basis",
  "homo_energy_ev": -7.68,
  "e_tot_ha": -706.5469,
  "lumo_energy_ev": 0.84,
  "multiplicity": 1,
  "total_charge": 0,
  "molar_mass_g_mol": 134.248,
  "relative_energy_kcal_mol": 27.1,
  "smiles": "N/C=C/N.CCSC",
  "homo_lumo_gap_ev": 8.5,
  "symbols": ["S", "N", "N", "C", "C", "C", "C", "C", "H", "H", "H", "H", "H", "H", "H", "H", "H", "H", "H", "H", "H", "H"],
  "xyz": [[-1.540, -0.050, -0.310], [1.472, -1.006, -0.289], [3.736, 1.723, -1.514], [2.501, -0.187, -0.788], [-1.756, 0.842, 2.300], [-2.195, -0.339, 1.385], [-2.299, -1.477, -1.094], [2.486, 1.151, -1.035], [-2.484, 0.823, 3.151], [-1.722, 1.822, 1.846], [1.671, 1.836, -0.808], [1.759, -1.991, -0.468], [-2.625, -1.224, -2.085], [4.132, 2.309, -0.740], [-3.258, -0.371, 1.339], [-1.556, -2.289, -1.051], [0.497, -0.792, -0.626], [3.470, -0.722, -0.947], [-0.808, 0.742, 2.849], [-1.838, -1.312, 1.781], [-3.228, -1.803, -0.565], [3.585, 2.314, -2.330]],
  "atomic_forces_ev_per_a": [[-1.216, 0.237, 0.630], [0.116, -0.924, -0.936], [0.015, 0.616, 1.210], [0.239, 0.982, -0.259], [-0.591, -1.031, 1.617], [2.026, 0.672, 0.246], [-0.314, -0.780, 0.818], [0.787, -1.393, 0.098], [0.313, 0.481, -0.691], [-0.399, 0.091, -0.352], [-0.190, -0.396, -0.107], [-0.814, 1.112, 0.295], [0.251, -0.028, -0.622], [-0.352, -0.510, -1.247], [-0.840, 0.031, -0.230], [-0.573, 0.053, -0.416], [1.589, -0.266, 0.701], [-0.879, 0.637, 0.039], [0.032, -0.449, -0.710], [-0.067, 0.576, -0.248], [0.804, 0.330, -0.172], [0.061, -0.041, 0.337]],
  "nbo_charge": [0.184, -0.847, -0.853, -0.001, -0.629, -0.499, -0.753, -0.165, 0.211, 0.219, 0.173, 0.365, 0.231, 0.352, 0.205, 0.215, 0.386, 0.192, 0.221, 0.214, 0.223, 0.356]
}